17 unconnected molecules or ions with the total composition C29H30Cl48INO7 in a non-equilibrium geometry. Source: OMol25; level of theory: ωB97M-V with the def2-TZVPD basis set.

Cartesian coordinates (Å):
C1 5.499 -4.419 0.318
C2 4.826 -3.010 -0.011
C3 5.444 -2.249 -1.263
O1 5.913 -2.926 -2.198
O2 5.402 -0.811 -1.266
C4 4.416 -0.355 -2.248
C5 3.942 1.148 -2.020
C6 2.642 1.313 -1.125
C7 1.808 2.468 -1.216
O3 2.150 3.518 -2.137
N1 2.549 4.586 -1.328
O4 3.613 4.382 -0.847
C8 0.519 2.593 -0.266
O5 -0.025 3.705 -0.037
C9 -0.165 1.333 0.428
C10 -1.650 1.305 1.001
C11 -2.698 0.490 0.072
O6 -3.050 1.285 -1.103
C12 0.667 0.162 0.519
I1 0.031 -1.736 1.359
C13 2.167 0.245 -0.023
O7 2.990 -0.545 0.481
H1 6.635 -4.375 0.467
H2 5.078 -4.742 1.342
H3 5.210 -5.256 -0.412
H4 3.700 -3.148 -0.212
H5 4.919 -2.349 0.927
H6 3.559 -1.100 -2.321
H7 4.959 -0.399 -3.266
H8 4.793 1.754 -1.515
H9 3.805 1.636 -3.052
H10 -2.065 2.331 1.288
H11 -1.598 0.713 1.990
H12 -3.670 0.382 0.692
H13 -2.350 -0.563 -0.168
H14 -3.522 2.060 -0.719
C14 -3.366 0.067 5.039
Cl1 -2.333 1.493 5.207
Cl2 -3.963 -0.078 3.379
Cl3 -2.491 -1.395 5.515
H15 -4.224 0.183 5.702
C15 6.003 5.017 -3.081
Cl4 7.022 6.454 -2.916
Cl5 5.411 4.863 -4.741
Cl6 6.895 3.566 -2.600
H16 5.146 5.128 -2.421
C16 8.998 0.165 -2.559
Cl7 10.453 -0.833 -2.419
Cl8 8.708 1.058 -1.058
Cl9 9.138 1.279 -3.928
H17 8.148 -0.492 -2.737
C17 7.307 2.090 -7.405
Cl10 6.294 1.987 -5.958
Cl11 6.405 2.809 -8.746
Cl12 8.773 3.023 -7.071
H18 7.600 1.082 -7.691
C18 -5.718 -1.983 0.606
Cl13 -4.011 -2.404 0.460
Cl14 -5.909 -0.224 0.691
Cl15 -6.644 -2.647 -0.747
H19 -6.101 -2.416 1.528
C19 -6.003 -1.447 8.330
Cl16 -5.747 -0.241 9.598
Cl17 -5.939 -0.691 6.730
Cl18 -4.807 -2.742 8.453
H20 -6.992 -1.880 8.464
C20 2.841 -3.746 -4.128
Cl19 1.655 -2.885 -3.134
Cl20 3.120 -5.372 -3.492
Cl21 2.306 -3.819 -5.812
H21 3.782 -3.199 -4.090
C21 8.692 8.154 -5.940
Cl22 10.405 7.738 -6.086
Cl23 8.482 9.909 -5.864
Cl24 7.769 7.474 -7.287
H22 8.314 7.724 -5.015
C22 -9.691 0.221 2.410
Cl25 -9.434 1.432 3.674
Cl26 -9.619 0.968 0.808
Cl27 -8.498 -1.077 2.540
H23 -10.682 -0.208 2.544
C23 -9.067 3.535 -2.055
Cl28 -7.360 3.095 -2.194
Cl29 -9.252 5.293 -1.974
Cl30 -9.992 2.875 -3.411
H24 -9.457 3.108 -1.134
C24 -5.502 -6.779 7.132
Cl31 -4.457 -6.131 5.859
Cl32 -6.738 -5.597 7.584
Cl33 -6.253 -8.294 6.610
H25 -4.889 -6.985 8.006
C25 -9.840 -7.107 9.707
Cl34 -9.126 -5.857 10.736
Cl35 -10.464 -6.399 8.210
Cl36 -8.655 -8.371 9.351
H26 -10.671 -7.558 10.244
C26 8.263 2.958 2.756
Cl37 9.280 4.396 2.923
Cl38 7.675 2.801 1.095
Cl39 9.153 1.508 3.241
H27 7.404 3.069 3.414
C27 2.555 -6.735 2.149
Cl40 2.795 -5.510 3.404
Cl41 2.616 -5.998 0.543
Cl42 3.767 -8.016 2.292
H28 1.571 -7.177 2.287
C28 -8.100 7.611 -4.787
Cl43 -6.393 7.168 -4.924
Cl44 -8.283 9.369 -4.709
Cl45 -9.026 6.948 -6.141
H29 -8.491 7.185 -3.866
C29 -3.507 -2.434 -3.832
Cl46 -3.267 -1.225 -2.564
Cl47 -3.426 -1.683 -5.432
Cl48 -2.308 -3.729 -3.692
H30 -4.496 -2.869 -3.708

Forces on atoms 1 to 2 (eV/Å):
-0.286 -0.341 0.588
0.319 0.606 0.632

The HOMO-LUMO gap is 7.89 eV. As for the molar mass: 2333.2 g/mol. Its HOMO energy is -9.6 eV. As for the largest force on an atom: 0.083 hartree/bohr. Its total charge is 0. The LUMO energy is -0.062 Eh.

Atom charges from the Mulliken analysis, given in e for atoms 1 to 2: -0.999, 0.256